{"formula": "C17H34CaOP2", "method": "ωB97M-V/def2-TZVPD", "mol_weight_g_mol": 356.48, "homo_lumo_gap_ev": [3.7, 3.7], "energy_ha": -2103.39553, "de_lowest_kj_mol": 213.1, "charge": 0, "homo_ha": [-0.1200, -0.1198], "elements": ["P", "P", "C", "C", "H", "H", "H", "H", "C", "H", "H", "H", "C", "H", "H", "H", "C", "H", "H", "H", "C", "H", "H", "H", "Ca", "C", "C", "C", "C", "C", "C", "C", "C", "C", "H", "H", "H", "H", "H", "H", "H", "H", "H", "H", "H", "H", "H", "H", "H", "C", "C", "O", "H", "H", "H"], "xyz": [[2.076998, -1.232635, -0.751354], [-1.767167, -2.352499, 0.030049], [1.137946, -2.832060, -0.490415], [-0.332637, -3.171459, -0.860447], [1.165240, -2.986428, 0.605504], [1.746369, -3.632778, -0.963707], [-0.465691, -3.586674, -1.911675], [-0.409135, -4.210514, -0.503016], [-2.033007, -3.856143, 1.052560], [-2.689509, -3.568029, 1.871364], [-1.067975, -4.165395, 1.461940], [-2.483782, -4.652151, 0.469964], [-3.117408, -2.564184, -1.272982], [-3.527936, -3.582567, -1.239778], [-2.964131, -2.269430, -2.339946], [-3.912636, -1.891026, -0.914682], [3.673320, -2.148123, -0.362477], [4.438502, -1.385689, -0.227596], [3.946318, -2.786114, -1.215902], [3.559299, -2.742278, 0.554717], [2.358893, -1.293061, -2.604603], [1.522157, -1.314288, -3.311364], [3.020658, -2.127579, -2.790556], [2.933258, -0.392272, -2.799676], [-0.620197, -1.804625, -2.670935], [-1.147576, -5.152536, -3.217454], [-1.077254, -5.813066, -2.019783], [-0.009999, -6.758961, -1.641738], [1.398109, -6.542508, -2.273120], [1.877954, -5.139834, -2.536396], [1.609547, -4.425165, -3.641505], [0.918244, -5.017217, -4.798336], [-0.422370, -5.663430, -4.426880], [1.075985, 1.579861, 0.468895], [-1.878837, -4.340833, -3.416577], [-1.889313, -5.700267, -1.301914], [-0.333494, -7.764988, -1.925604], [0.116929, -6.825667, -0.550782], [2.104747, -6.985107, -1.554382], [1.499498, -7.187438, -3.159731], [2.737705, -4.867038, -1.886310], [2.185226, -3.555963, -3.863474], [1.520176, -5.807717, -5.241470], [0.748459, -4.297738, -5.594779], [-1.125639, -5.563361, -5.269775], [-0.293680, -6.757726, -4.312350], [1.013081, 2.635616, 0.763824], [1.706402, 1.401380, -0.412653], [1.557425, 1.126751, 1.352284], [-1.230070, 1.461490, 1.419999], [-0.270505, 0.955001, 0.337191], [-0.552446, 0.188988, -0.618449], [-1.013233, 0.946062, 2.390979], [-2.268111, 1.276496, 1.113270], [-1.138451, 2.578953, 1.530043]], "forces_ev_per_a": [[0.379, -1.473, -0.213], [0.069, -0.353, -0.276], [-0.458, -0.374, 0.095], [0.806, -2.593, 0.520], [0.232, 0.158, -0.322], [-0.501, 0.677, 0.585], [0.402, 0.293, 1.313], [0.082, 0.559, 0.291], [-0.544, 0.426, 0.379], [-0.112, -0.274, 0.159], [-0.168, 0.029, 0.043], [0.033, -0.227, 0.067], [-0.692, 0.109, 0.624], [0.224, 0.096, -0.155], [0.092, -0.163, 0.718], [0.109, -0.177, -0.271], [-0.193, 0.530, -0.136], [0.272, -0.177, 0.113], [-0.006, 0.038, 0.483], [0.113, 0.241, -0.241], [0.504, 0.444, 0.595], [0.437, 0.189, 0.108], [-0.052, -0.225, -0.302], [0.020, 0.292, -0.325], [-0.544, 2.829, -2.494], [-0.731, -1.071, 0.975], [-0.917, 1.212, -1.688], [0.658, -0.722, -0.058], [0.129, -0.691, 0.431], [1.010, -0.266, -0.072], [0.999, -0.806, 0.346], [-1.196, -0.170, -0.588], [-0.387, -0.584, -0.456], [0.844, 0.002, 0.257], [0.172, -0.866, 0.283], [0.238, 0.387, 0.044], [0.037, -0.233, 0.044], [-0.210, 0.310, -0.171], [-0.141, 0.070, -0.193], [-0.096, 0.408, 0.007], [-0.826, 0.226, -0.429], [0.181, 0.527, 0.119], [0.438, -0.138, -0.032], [0.054, 0.301, 0.140], [0.229, 0.079, 0.129], [-0.020, 0.524, 0.044], [-0.182, -0.138, -0.439], [-0.314, 0.303, 0.490], [0.040, -0.122, -0.321], [-0.567, -0.077, -0.344], [-0.606, -0.346, -1.931], [0.345, 1.922, 2.549], [-0.169, 0.516, -0.778], [0.281, -0.230, 0.246], [0.202, -1.201, 0.035]], "nbo_charge": [0.761, 0.782, -0.752, -0.971, 0.227, 0.254, 0.293, 0.290, -0.920, 0.231, 0.230, 0.222, -1.001, 0.234, 0.243, 0.250, -0.907, 0.228, 0.214, 0.229, -0.968, 0.212, 0.221, 0.243, 0.349, -0.240, -0.229, -0.443, -0.451, -0.257, -0.188, -0.453, -0.449, -0.730, 0.219, 0.193, 0.220, 0.207, 0.213, 0.208, 0.197, 0.207, 0.206, 0.231, 0.230, 0.197, 0.231, 0.249, 0.243, -0.729, 0.636, -0.632, 0.244, 0.242, 0.235]}